{
  "formula": "C45H51AsBr2NSSeSiV",
  "method": "ωB97M-V/def2-TZVPD",
  "elements": ["V", "Br", "C", "C", "C", "C", "C", "C", "C", "C", "C", "C", "H", "H", "H", "H", "H", "H", "S", "C", "C", "C", "C", "C", "C", "As", "C", "C", "C", "C", "C", "C", "C", "C", "C", "C", "C", "C", "H", "H", "H", "H", "H", "H", "H", "H", "H", "H", "H", "H", "H", "H", "Se", "C", "C", "C", "N", "C", "C", "H", "H", "H", "H", "C", "C", "C", "C", "Si", "Br", "C", "C", "C", "C", "C", "C", "C", "C", "H", "H", "H", "H", "H", "H", "H", "H", "H", "H", "H", "H", "H", "H", "H", "H", "H", "H", "H", "H", "H", "H", "H", "H", "H", "H", "H"],
  "xyz": [[3.28602, -0.88350, 1.17303], [2.91120, 2.45502, 1.38236], [1.44282, 2.14265, 2.54032], [0.90070, 3.22623, 3.16838], [-0.20904, 3.05411, 4.02210], [-0.74115, 1.81329, 4.19834], [-0.19204, 0.68449, 3.53924], [-0.79416, -0.58858, 3.68985], [-0.30182, -1.65821, 3.00427], [0.83670, -1.51213, 2.18311], [1.52161, -0.31773, 2.03081], [0.94595, 0.81478, 2.69699], [1.31989, 4.20840, 3.00630], [-0.63473, 3.91331, 4.52429], [-1.60375, 1.66989, 4.83773], [-1.65593, -0.68758, 4.34000], [-0.77607, -2.62876, 3.10034], [1.18359, -2.40976, 1.66722], [5.38428, -0.12757, 0.44552], [5.41732, -0.08936, -1.32256], [6.65726, 0.07539, -1.96198], [6.76653, 0.06522, -3.33716], [5.63602, -0.10528, -4.13443], [4.40457, -0.25222, -3.52259], [4.28774, -0.24329, -2.13550], [2.56846, -0.44386, -1.22372], [2.16544, -2.31534, -1.64682], [0.84725, -2.75870, -1.71140], [0.56687, -4.10103, -1.92418], [1.60398, -5.01340, -2.05844], [2.91903, -4.57927, -1.96890], [3.20168, -3.23622, -1.76549], [1.53422, 0.51568, -2.57456], [1.58259, 1.90478, -2.47855], [1.00994, 2.69641, -3.46149], [0.36530, 2.10730, -4.54128], [0.29483, 0.72577, -4.62783], [0.88057, -0.07030, -3.64962], [7.53695, 0.20064, -1.34396], [7.73942, 0.19265, -3.79574], [5.71517, -0.12152, -5.21364], [3.51973, -0.37422, -4.13891], [0.03260, -2.05621, -1.57240], [-0.46250, -4.43250, -1.97462], [1.38772, -6.06017, -2.22458], [3.73242, -5.28874, -2.04975], [4.23284, -2.90469, -1.68760], [2.07773, 2.37046, -1.63227], [1.06237, 3.77444, -3.38003], [-0.08565, 2.72394, -5.30829], [-0.20899, 0.25826, -5.46509], [0.83430, -1.14886, -3.74123], [4.13920, -2.69379, 2.66282], [4.53998, -1.81269, 4.30203], [4.13935, -0.51071, 4.60023], [4.46446, 0.04320, 5.82577], [5.15319, -0.58267, 6.78105], [5.53798, -1.82540, 6.48873], [5.26578, -2.47012, 5.29646], [3.57143, 0.07358, 3.88351], [4.14696, 1.05549, 6.05212], [6.10435, -2.34031, 7.25872], [5.61690, -3.48030, 5.13423], [-3.28402, -0.40476, -3.07527], [-3.83956, -0.71892, -1.67888], [-5.37194, -0.78191, -1.76807], [-3.32920, -2.12801, -1.33576], [-3.24977, 0.60891, -0.40347], [-1.07837, 0.10702, -0.06587], [-4.07671, 0.43617, 1.32661], [-5.48528, 1.05103, 1.35538], [-3.23812, 1.09386, 2.43605], [-4.19292, -1.04510, 1.71090], [-3.27786, 2.40476, -1.09732], [-2.14472, 2.63278, -2.10321], [-4.61540, 2.72764, -1.78366], [-3.05552, 3.43677, 0.01634], [-3.54758, -1.22651, -3.74889], [-2.19634, -0.32036, -3.06950], [-3.69339, 0.50727, -3.50245], [-5.65397, -1.48813, -2.55582], [-5.82421, 0.17697, -2.01464], [-5.82232, -1.13673, -0.84273], [-3.64843, -2.81090, -2.12983], [-3.71728, -2.51187, -0.39731], [-2.24273, -2.16292, -1.28298], [-5.47558, 2.12139, 1.15874], [-5.90974, 0.91158, 2.35485], [-6.16696, 0.58665, 0.64511], [-3.21892, 2.17601, 2.37708], [-2.20762, 0.73634, 2.44142], [-3.68139, 0.82994, 3.40208], [-4.87134, -1.59763, 1.06342], [-4.59108, -1.10971, 2.72872], [-3.22153, -1.54230, 1.70584], [-2.14347, 1.93915, -2.93594], [-1.17070, 2.56284, -1.62283], [-2.24296, 3.64289, -2.51548], [-4.77014, 2.14316, -2.68793], [-4.61313, 3.78254, -2.07726], [-5.47666, 2.57319, -1.13558], [-2.14109, 3.24102, 0.57691], [-3.88509, 3.49180, 0.71682], [-2.95433, 4.42368, -0.44685]],
  "mulliken_spin": [3.07, 0.01, -0.10, 0.01, -0.01, 0.02, 0.00, 0.05, -0.05, -0.23, 0.38, -0.19, 0.00, 0.00, 0.00, 0.00, 0.00, -0.01, 0.00, 0.00, 0.00, 0.00, 0.00, -0.01, 0.02, -0.07, -0.05, 0.09, 0.00, 0.00, 0.01, 0.03, 0.02, -0.01, 0.00, 0.00, 0.00, 0.00, 0.00, 0.00, 0.00, 0.00, -0.01, 0.00, 0.00, 0.00, -0.03, 0.00, 0.00, 0.00, 0.00, 0.00, -0.01, 0.03, 0.05, 0.02, 0.00, 0.00, 0.00, -0.06, 0.00, 0.00, 0.00, 0.00, 0.00, 0.00, 0.00, 0.00, 0.04, 0.00, 0.00, 0.01, 0.00, 0.00, 0.00, 0.00, 0.00, 0.00, 0.00, 0.00, 0.00, 0.00, 0.00, 0.00, 0.00, 0.00, 0.00, 0.00, 0.00, 0.00, 0.00, 0.00, 0.00, 0.00, 0.00, 0.00, 0.00, 0.00, 0.00, 0.00, 0.00, 0.00, 0.00, 0.00],
  "de_lowest_kcal_mol": 21.42,
  "lumo_energy_ev": [2.1, 2.1],
  "charge": -1,
  "multiplicity": 4,
  "s2": 3.7763,
  "mol_weight_g_mol": 1030.70
}

***

{
  "formula": "C33H35BF2O2S",
  "method": "ωB97M-V/def2-TZVPD",
  "elements": ["F", "C", "C", "C", "C", "C", "C", "C", "C", "C", "C", "C", "F", "C", "C", "C", "C", "H", "H", "H", "H", "H", "H", "H", "H", "H", "H", "H", "C", "C", "C", "C", "C", "B", "C", "C", "C", "C", "C", "S", "O", "C", "C", "C", "C", "C", "C", "O", "C", "C", "H", "H", "H", "H", "H", "H", "H", "H", "H", "H", "H", "H", "H", "H", "H", "H", "H", "H", "H", "H", "H", "H", "H", "H"],
  "xyz": [[2.40938, -4.06777, -1.40187], [2.73517, -2.98082, -2.18410], [3.02086, -3.17891, -3.53075], [3.40296, -2.06235, -4.28673], [3.30417, -0.77292, -3.74016], [2.89578, -0.59657, -2.42056], [2.29196, 0.69024, -1.96563], [2.15003, 0.95793, -0.50050], [1.10534, 1.74941, -0.14215], [0.70124, 2.09654, 1.19932], [1.24862, 1.42678, 2.31760], [0.80734, 1.79807, 3.58149], [1.29890, 1.09897, 4.65836], [-0.10121, 2.82747, 3.81686], [-0.63278, 3.48863, 2.69300], [-0.25106, 3.12563, 1.40773], [2.72847, -1.72138, -1.59330], [2.91481, -4.16976, -3.95862], [3.71028, -2.17120, -5.33401], [3.48867, 0.12321, -4.34521], [1.21969, 0.60337, -2.29066], [2.86740, 0.51877, 0.20172], [0.49077, 2.19018, -0.94028], [1.97183, 0.62756, 2.16797], [-0.37519, 3.10564, 4.83441], [-1.33867, 4.30107, 2.84268], [-0.67427, 3.63129, 0.53422], [2.51763, -1.61040, -0.52881], [5.24043, -4.86430, 0.47323], [5.64450, -3.65709, -0.29674], [5.96769, -3.76825, -1.65620], [6.43340, -2.67260, -2.36264], [6.44742, -1.39270, -1.76630], [2.37037, 2.14857, -2.59037], [6.79287, -0.21237, -2.52020], [7.21727, 0.99209, -1.97043], [7.83326, 1.86822, -2.90676], [7.92542, 1.32986, -4.18397], [8.68331, 1.94572, -5.30281], [7.13636, -0.21264, -4.25239], [1.84729, 2.67903, -3.74240], [2.83045, 3.68896, -4.07616], [3.93372, 3.02789, -4.90893], [2.22875, 4.79460, -4.91376], [3.33252, 4.16175, -2.65598], [4.73633, 4.70153, -2.54684], [2.37210, 5.18018, -2.00864], [3.29454, 2.93951, -1.91941], [6.08998, -1.27858, -0.39617], [5.67314, -2.39984, 0.30478], [5.44754, -4.70806, 1.53812], [4.16829, -5.09407, 0.36161], [5.80737, -5.73355, 0.12260], [5.85773, -4.72082, -2.17266], [6.76397, -2.76663, -3.39741], [7.11361, 1.22166, -0.91592], [8.23324, 2.84354, -2.64669], [9.27790, 2.77248, -4.88698], [9.37219, 1.21637, -5.75302], [8.02190, 2.34398, -6.08745], [4.65951, 3.78739, -5.21610], [4.44520, 2.21536, -4.37924], [3.51581, 2.59589, -5.82634], [2.99130, 5.57855, -5.04291], [1.97410, 4.41524, -5.91077], [1.32494, 5.22477, -4.46535], [4.80158, 5.62249, -3.14687], [4.94622, 4.93040, -1.49519], [5.47900, 3.97131, -2.87405], [2.55066, 6.19249, -2.40407], [1.32139, 4.90710, -2.17802], [2.54539, 5.20637, -0.92458], [6.11347, -0.29952, 0.10114], [5.33997, -2.31846, 1.34843]],
  "mulliken_charge": [-0.44, 0.07, -0.67, -0.66, -0.03, -0.13, 0.51, -0.80, -0.05, 0.74, -0.69, 0.38, -0.33, -0.71, -0.39, -0.88, -0.20, 0.45, 0.43, 0.25, 0.07, 0.48, 0.31, 0.49, 0.42, 0.38, 0.36, 0.55, -1.37, 1.07, -0.72, -0.71, 1.26, 1.09, 0.28, -0.62, -0.70, 0.62, -1.23, -0.22, -0.70, 1.50, -1.50, -1.85, 1.61, -1.63, -1.95, -0.60, -0.71, -0.89, 0.40, 0.21, 0.37, 0.39, 0.31, 0.38, 0.37, 0.36, 0.31, 0.26, 0.40, -0.08, 0.48, 0.33, 0.50, 0.33, 0.36, 0.46, 0.20, 0.36, 0.36, 0.46, 0.19, 0.34],
  "de_lowest_kcal_mol": 0.00,
  "lumo_energy_ev": 0.4,
  "charge": 0,
  "multiplicity": 1,
  "mol_weight_g_mol": 544.52,
  "smiles": "CC1(C)OB([C@H](/C=C/c2cccc(F)c2)c2cccc(F)c2)OC1(C)C.Cc1ccc(-c2ccc(C)s2)cc1"
}

***

Q: What is the formula in the second record?
A: C33H35BF2O2S